# C5H10NO

An isolated molecule of C5H10NO (ωB97M-V with the def2-TZVPD basis set, the OMol25 dataset).

<S²> ... 0.755
Calculated total energy ... -326.385627 Ha
Multiplicity ... 2
Strongest force on any atom ... 0.038 hartree/bohr
Lowest unoccupied orbital energy (alpha / beta) ... 0.961 / -1.506 eV

CARTESIAN COORDINATES (ANGSTROEM)
C 1.2021 -2.0479 0.6043
O 2.0691 -2.4463 1.5221
C 1.0030 -0.4759 0.5276
C -0.3275 -0.1627 -0.1273
C -0.6641 1.3253 0.0508
C -1.6919 2.1672 -1.8385
N -1.8652 1.8095 -0.6439
H 1.6177 -2.2484 -0.4128
H 0.2200 -2.5447 0.6521
H 1.8690 0.0186 0.0885
H 1.0670 -0.1565 1.5688
H -1.1033 -0.7912 0.3246
H -0.2822 -0.4671 -1.1752
H 0.2292 1.8959 -0.1797
H -0.9009 1.4559 1.1115
H -2.4669 2.6942 -2.3998
H -0.8088 1.9582 -2.4477